C15H30As2F12O15Tl as an isolated structure at a distorted geometry, computed with the ωB97M-V functional and the def2-TZVPD basis.

Computed properties:
HOMO level (alpha / beta): -11.180 / -10.839 eV
total energy: -7560.59558 Ha
HOMO-LUMO gap (alpha / beta): 11.1 / 4.4 eV
largest force on an atom: 4.726 eV/Å

The geometry in ORCA input format:
```
! RIJCOSX wB97M-V def2-TZVPD def2/J DEFGRID3
* xyz 0 2
Tl 0.61240 -0.65962 0.18263
As 4.24460 2.05506 0.71362
F 2.75413 1.23272 0.19526
F 3.76781 1.73661 2.43513
F 5.70147 2.90304 1.32665
F 4.63013 2.57423 -0.99619
F 3.22417 3.51822 0.81246
F 5.15393 0.52707 0.49681
As -0.57991 -2.33326 4.28251
F -2.32371 -2.21010 4.18518
F -0.77005 -2.89150 5.99133
F 1.17378 -2.41069 4.34486
F -0.30881 -1.69320 2.62893
F -0.59752 -0.65193 4.93117
F -0.58051 -4.05740 3.75550
C -2.08042 1.80003 -3.87629
O -2.89678 0.85599 -3.32931
C -2.51595 -0.09230 -2.49506
O -1.42376 -0.20935 -1.91482
O -3.45569 -1.06424 -2.40475
C -4.68995 -0.94183 -3.01480
H -2.54112 2.54028 -4.53043
H -1.28657 1.19630 -4.31605
H -1.37555 2.34897 -3.25186
H -4.74758 -0.79783 -4.09371
H -5.22145 -0.12306 -2.52982
H -5.21463 -1.89173 -2.91225
C 1.88376 -4.83641 -3.16819
O 0.53814 -4.42816 -3.35992
C 0.03632 -3.38646 -2.63746
O 0.64123 -2.82742 -1.74217
O -1.25118 -3.11195 -3.00604
C -1.89171 -3.60277 -4.16062
H 2.61827 -4.04636 -3.32445
H 2.07978 -5.68958 -3.81763
H 1.96232 -5.24439 -2.16048
H -1.71327 -4.65482 -4.38300
H -1.60084 -3.02294 -5.03657
H -2.97548 -3.69082 -4.08457
C -2.06121 4.98284 -1.31831
O -1.58850 3.75527 -0.87750
C -0.22795 3.28876 -1.11757
O 0.02952 2.13835 -0.64856
O 0.50386 4.10162 -1.83846
C 1.85274 3.69332 -2.29996
H -1.99725 4.93780 -2.40550
H -1.55011 5.84141 -0.88275
H -3.10246 5.12245 -1.02779
H 2.14859 2.74157 -1.85867
H 2.49182 4.38140 -1.74658
H 2.13766 3.72056 -3.35171
C 5.96038 -2.95048 2.49393
O 4.85818 -2.34747 1.85556
C 3.93136 -1.57780 2.47538
O 2.89184 -1.13994 1.93751
O 4.36763 -1.33758 3.69285
C 3.60113 -0.48047 4.55384
H 5.53867 -3.49998 3.33553
H 6.70306 -2.18566 2.72106
H 6.46586 -3.65577 1.83427
H 3.95375 -0.60990 5.57707
H 2.51405 -0.52798 4.48974
H 3.79702 0.57216 4.34963
C -4.65774 1.95524 0.29750
O -3.64677 0.94499 0.48582
C -2.94114 0.80242 1.58824
O -1.84119 0.25308 1.51700
O -3.54154 1.39441 2.71646
C -2.74432 1.53930 3.89159
H -4.33280 2.99350 0.23013
H -5.32135 1.88487 1.15934
H -5.33975 1.58404 -0.46747
H -1.94974 2.26693 3.72637
H -2.53150 0.67473 4.52034
H -3.35170 2.02358 4.65622
*
```

***

A 3-piece molecular cluster, C15H30BO10P2 overall at a distorted geometry, computed with the ωB97M-V functional and the def2-TZVPD basis.

Computed properties:
HOMO level: -4.612 eV
total energy: -2049.70345 Ha
HOMO-LUMO gap: 6.6 eV
largest force on an atom: 3.566 eV/Å

The geometry in ORCA input format:
```
! RIJCOSX wB97M-V def2-TZVPD def2/J DEFGRID3
* xyz -1 1
O -1.15150 1.15003 -2.43734
C -1.12261 1.71954 -3.52346
O -1.92132 2.82175 -3.72155
C -0.16881 1.13171 -4.61083
C -0.85900 0.93420 -6.03420
B -0.04965 1.87041 -7.16007
C -0.67321 3.39498 -6.99671
C -0.05307 4.30846 -6.03648
C -0.63498 5.63767 -5.86441
C -1.78234 5.98923 -6.68307
C -2.40680 5.08398 -7.64854
C -1.84499 3.72881 -7.80753
H -1.89662 3.34025 -2.89394
H 0.20592 0.13571 -4.27034
H 0.72313 1.81480 -4.64685
H -1.89343 1.38088 -5.93129
H -0.95298 -0.13656 -6.34378
H 1.13910 1.90333 -6.96173
H -0.20766 1.47142 -8.28611
H 0.82446 3.94439 -5.46386
H -0.18543 6.32953 -5.10934
H -2.23577 6.99663 -6.55046
H -3.28335 5.36050 -8.27296
H -2.28847 2.97516 -8.50150
C 0.50603 0.48581 2.80104
O -0.31701 -0.67867 2.79528
P 0.03221 -1.87284 1.79105
O 1.45891 -2.02436 1.47829
O -0.90798 -1.62340 0.53529
C -0.82909 -0.35952 -0.13777
O -0.62194 -3.12251 2.53219
C -1.73736 -3.80777 1.96938
H 0.67117 0.78813 3.83585
H 1.47421 0.31014 2.33133
H -0.00819 1.29484 2.28059
H 0.19900 0.00323 -0.18360
H -1.45668 0.36250 0.38715
H -1.20599 -0.47907 -1.14580
H -2.46604 -3.11862 1.54516
H -2.22943 -4.37052 2.76306
H -1.39162 -4.50378 1.20456
C -0.26853 -3.83917 7.55269
O 1.14351 -3.73396 7.70940
P 1.87050 -2.37107 7.29202
O 1.05376 -1.16211 7.44487
O 2.40086 -2.64174 5.81498
C 1.45876 -3.03843 4.81828
O 3.18020 -2.41128 8.19254
C 4.47151 -2.55006 7.60645
H -0.67888 -4.33718 8.43185
H -0.74695 -2.86469 7.45030
H -0.49127 -4.44685 6.67416
H 0.50769 -2.51633 4.93856
H 1.30292 -4.11702 4.88365
H 1.87069 -2.80475 3.83800
H 4.47495 -3.27868 6.79696
H 5.16044 -2.89928 8.37554
H 4.81300 -1.58176 7.23934
*
```

***

A 2-piece molecular cluster, C15H30BrN4O4 overall, computed with the ωB97M-V functional and the def2-TZVPD basis.

Computed properties:
HOMO level: -4.028 eV
total energy: -3683.51098 Ha
HOMO-LUMO gap: 6.3 eV
largest force on an atom: 0.939 eV/Å

The geometry in ORCA input format:
```
! RIJCOSX wB97M-V def2-TZVPD def2/J DEFGRID3
* xyz -1 1
C -4.94020 1.33482 3.41408
C -5.09124 0.88734 1.96986
O -5.01377 -0.54042 1.93164
C -4.11138 1.56862 1.02100
N -2.72899 1.51205 1.44590
C -2.03460 0.23653 1.29786
C -1.89887 -0.29148 -0.11633
O -0.89628 0.48287 -0.75259
N -0.66231 -0.06296 -2.03027
C -0.52938 0.94061 -3.06435
C -1.10056 2.31880 -2.71900
C -0.04942 3.36990 -2.40162
Br 1.16132 2.91456 -0.95154
C 0.32641 -1.14534 -2.03001
C 1.30170 -1.12106 -0.84442
C 2.77965 -1.22490 -1.27425
C 3.68778 -0.56574 -0.23363
N 5.07846 -1.02077 -0.34214
C -0.34751 -2.55206 -2.20488
O -1.45745 -2.57215 -2.76137
O 0.34090 -3.50373 -1.81040
H -4.43033 2.29338 3.48452
H -5.91984 1.44589 3.88373
H -4.39192 0.59842 3.99876
H -6.09753 1.16185 1.62241
H -4.88057 -0.81339 1.01661
H -4.29084 1.17992 0.00517
H -4.39740 2.62386 0.99639
H -2.18732 2.25749 1.03535
H -2.47330 -0.52786 1.93671
H -1.01621 0.38965 1.66477
H -2.82403 -0.25477 -0.70093
H -1.60140 -1.34425 -0.08258
H -1.06500 0.56087 -3.94029
H 0.51330 1.07586 -3.39564
H -1.58275 2.69680 -3.62758
H -1.86972 2.26477 -1.95325
H 0.59203 3.49259 -3.27251
H -0.48055 4.34268 -2.18045
H 0.90950 -1.02220 -2.94818
H 1.10072 -2.02056 -0.26324
H 1.20194 -0.21940 -0.24366
H 2.91374 -0.67569 -2.20992
H 3.06645 -2.26658 -1.41647
H 3.64246 0.51806 -0.36274
H 3.25598 -0.76017 0.75781
H 5.61059 -0.57338 0.39573
H 5.09778 -2.00926 -0.11148
C 6.56573 -2.97369 3.10597
C 5.77170 -1.75953 2.97888
N 5.15312 -0.80207 2.87184
H 7.14728 -3.12954 2.19894
H 7.24237 -2.88665 3.95378
H 5.90974 -3.82862 3.25803
*
```

***

A 2-piece molecular cluster, C15H30ClFN2O5P overall at a distorted geometry, computed with the ωB97M-V functional and the def2-TZVPD basis.

Computed properties:
HOMO level: -11.960 eV
total energy: -1976.45216 Ha
HOMO-LUMO gap: 9.3 eV
energy above the lowest of the compared OMol25 structures with the same formula, charge and spin: 25.80 kcal/mol
largest force on an atom: 2.465 eV/Å

The geometry in ORCA input format:
```
! RIJCOSX wB97M-V def2-TZVPD def2/J DEFGRID3
* xyz 1 1
C -3.75798 -1.82743 -0.69586
C -2.75459 -1.14305 -1.62289
O -2.70216 0.18972 -0.95349
P -2.41367 1.55352 -1.70150
C -0.56389 1.63620 -1.66515
C 0.06629 2.31172 -2.87834
O 0.69456 3.32998 -2.87157
O -0.38526 1.49217 -3.85122
C -0.40648 2.13369 -5.14791
C -1.40175 3.29718 -5.24446
O -2.97304 1.72247 -3.05320
O -2.76655 2.56063 -0.52550
C -3.20496 3.92308 -0.80799
C -3.83467 4.53046 0.43323
H -4.29226 -2.64411 -1.20054
H -3.27680 -2.22776 0.22562
H -4.46573 -1.05513 -0.34284
H -1.78565 -1.67971 -1.62674
H -3.13879 -1.06324 -2.65425
H -0.24369 2.01665 -0.68402
H 0.62491 2.46572 -5.34143
H -0.65799 1.30418 -5.79756
H -1.14697 3.78417 -6.19989
H -2.41110 2.87072 -5.23394
H -1.22106 4.00804 -4.40735
H -2.33841 4.50384 -1.14515
H -3.91146 3.84244 -1.63479
H -3.93198 5.59861 0.22203
H -4.83829 4.12447 0.63538
H -3.19431 4.38872 1.32020
Cl 5.20300 -4.74295 3.11779
C 3.79089 -3.96623 4.01817
N 3.15922 -2.91564 3.14628
C 4.13549 -1.77824 2.86018
C 3.42279 -0.70989 2.06595
N 1.98685 -1.04024 1.96535
F -0.24784 0.28319 -1.69444
C 1.30077 -1.29046 3.24050
C 2.03445 -2.37806 3.96727
C 1.86191 -2.26129 1.11755
C 2.52581 -3.42332 1.79831
H 3.00798 -4.73487 4.21309
H 4.16431 -3.43375 4.93336
H 4.48434 -1.31435 3.79993
H 5.01731 -2.12772 2.28321
H 3.49418 0.32100 2.45072
H 3.75456 -0.68464 1.01734
H 1.22144 -0.32251 3.75237
H 0.28868 -1.58889 2.95422
H 1.34168 -3.19800 4.20660
H 2.41645 -1.95387 4.90301
H 0.80576 -2.46495 0.92515
H 2.31515 -2.05948 0.14648
H 3.30287 -3.91976 1.20769
H 1.84567 -4.24301 2.05505
*
```